# 1
A structure of composition C54H47FGeN7O9S6Ti. Source: OMol25; level of theory: wB97M-V/def2-TZVPD.

HOMO-LUMO gap (alpha / beta) in Eh: 0.1849 / 0.2160
Total charge: -2
LUMO (alpha / beta) in eV: 3.49 / 3.30
Spin multiplicity: 4
⟨S²⟩: 3.81

Last column: Löwdin spin population.
Positions of all 126 atoms, in Å:
Ti 0.77 -0.53 -0.09  0.65
N 0.89 -0.84 -4.54  0.04
C -0.25 -1.30 -5.17  0.02
C -0.39 -1.19 -6.55  0.01
C -1.53 -1.65 -7.19  0.01
C -2.55 -2.24 -6.46  0.02
C -2.41 -2.36 -5.08  0.00
C -1.27 -1.90 -4.43  0.02
S -1.12 -2.14 -2.71  0.03
N 0.28 -1.29 -2.26  0.16
C 1.17 -0.93 -3.17  0.18
C 2.46 -0.58 -2.73  0.11
C 3.54 -0.15 -3.56  0.06
C 4.77 0.04 -3.00  0.03
C 4.97 -0.21 -1.63  0.12
C 3.86 -0.56 -0.88  0.00
N 2.64 -0.72 -1.38  0.15
H 1.62 -0.50 -5.13  0.00
H 0.41 -0.73 -7.13  0.00
H -1.62 -1.55 -8.27  0.00
H -3.44 -2.61 -6.95  0.00
H -3.20 -2.82 -4.49  0.00
H 3.40 0.05 -4.61  0.00
H 5.60 0.38 -3.62  0.00
H 5.93 -0.09 -1.16  0.01
H 3.96 -0.73 0.18  0.00
O 0.70 1.31 -1.49  0.01
C 0.90 2.53 -1.47  0.00
C 1.61 3.18 -2.64  0.00
C 0.69 4.08 -3.48  0.00
C 0.49 5.47 -2.88  0.00
C -0.18 5.48 -1.51  0.00
C 0.63 4.75 -0.43  0.00
N 0.46 3.31 -0.49  0.00
H 2.02 2.36 -3.22  0.00
H 2.45 3.76 -2.26  0.00
H -0.27 3.59 -3.63  0.00
H 1.15 4.19 -4.47  0.00
H -0.11 6.07 -3.57  0.00
H 1.47 5.96 -2.80  0.00
H -1.16 5.00 -1.57  0.00
H -0.34 6.51 -1.19  0.00
H 0.29 5.05 0.56  0.00
H 1.69 5.01 -0.50  0.00
H 0.07 2.87 0.34  0.00
F 3.81 -6.01 0.91  0.00
C 3.06 -4.88 0.71  0.01
C 2.95 -3.96 1.73  0.00
C 2.19 -2.82 1.50  0.01
C 1.54 -2.55 0.29  0.00
C 1.71 -3.53 -0.70  0.01
C 2.45 -4.69 -0.51  0.00
H 3.44 -4.14 2.68  0.00
H 2.11 -2.13 2.33  0.00
H 1.28 -3.38 -1.68  0.00
H 2.55 -5.44 -1.29  0.00
O 4.01 1.31 6.47  -0.01
N 4.36 1.98 5.52  0.00
O 5.22 2.84 5.57  0.00
C 3.70 1.73 4.23  0.01
C 4.18 2.37 3.12  0.08
C 3.58 2.10 1.89  0.02
C 2.53 1.17 1.74  0.01
O 2.02 0.84 0.62  0.01
C 2.05 0.58 2.96  -0.01
C 2.63 0.84 4.18  0.13
N 0.94 -0.25 2.93  0.30
O 0.35 -0.59 1.78  0.07
O 0.50 -0.75 3.98  0.33
N 4.14 2.83 0.75  0.00
O 3.60 2.75 -0.34  0.01
O 5.13 3.52 0.95  0.00
H 4.99 3.08 3.19  0.00
H 2.23 0.37 5.07  0.01
C -2.11 -6.86 0.23  0.00
C -2.82 -6.11 1.15  0.00
C -2.73 -4.73 1.15  0.00
C -1.92 -4.04 0.24  0.02
C -1.23 -4.82 -0.69  0.00
C -1.32 -6.20 -0.70  0.00
Ge -2.02 -2.05 0.38  0.07
C -3.84 -1.78 -0.39  0.01
C -4.57 -0.60 -0.24  0.00
C -5.82 -0.44 -0.82  0.00
C -6.36 -1.45 -1.61  0.00
C -5.65 -2.62 -1.79  0.00
C -4.40 -2.78 -1.19  0.00
C -2.28 -1.88 2.32  0.01
C -3.18 -1.00 2.91  0.00
C -3.37 -0.97 4.28  0.00
C -2.66 -1.83 5.10  0.00
C -1.74 -2.71 4.53  0.00
C -1.54 -2.71 3.16  0.00
H -2.18 -7.94 0.23  0.00
H -3.46 -6.60 1.88  0.00
H -3.31 -4.17 1.88  0.00
H -0.62 -4.35 -1.44  0.00
H -0.77 -6.77 -1.44  0.00
H -4.16 0.22 0.33  0.00
H -6.37 0.48 -0.67  0.00
H -7.33 -1.32 -2.07  0.00
H -6.05 -3.41 -2.41  0.00
H -3.87 -3.71 -1.34  0.00
H -3.75 -0.31 2.30  0.00
H -4.07 -0.26 4.71  0.00
H -2.80 -1.81 6.17  0.00
H -1.15 -3.36 5.16  0.00
H -0.79 -3.38 2.74  0.00
C -2.02 0.64 -1.65  0.01
C -1.47 0.19 -0.29  0.07
O -1.75 0.83 0.70  0.13
H -2.84 0.00 -1.96  0.00
H -1.25 0.62 -2.41  0.00
H -2.38 1.66 -1.49  0.00
C 1.86 6.02 3.42  0.00
S 0.17 6.58 3.08  0.00
C -0.75 5.45 4.05  0.00
C -0.84 4.11 3.85  0.00
S -0.10 3.12 2.67  0.00
S -1.86 3.31 5.04  0.00
C -2.36 4.68 5.95  0.00
S -3.42 4.61 7.25  0.00
S -1.65 6.12 5.39  0.00
H 2.53 6.69 2.87  0.00
H 1.98 5.00 3.08  0.00
H 2.07 6.09 4.48  0.00

---

# 2
A structure of composition C54H48BBr2F4IN8PtS. Source: OMol25; level of theory: wB97M-V/def2-TZVPD.

HOMO-LUMO gap (alpha / beta) in Eh: 0.1976 / 0.1977
Total charge: +2
LUMO (alpha / beta) in eV: -7.54 / -7.54

Last column: Löwdin charge in e.
Positions of all 120 atoms, in Å:
Pt 0.10 0.10 0.12  1.11
S 0.15 -0.17 2.38  0.82
C -0.52 -1.73 1.94  -0.64
C -0.83 -2.83 2.70  -0.02
C -1.40 -3.91 2.04  0.00
C -1.63 -3.86 0.67  -0.05
C -1.28 -2.72 -0.03  -0.17
N -0.73 -1.69 0.61  -0.15
H -0.65 -2.84 3.77  0.13
H -1.66 -4.80 2.59  0.13
H -2.06 -4.70 0.14  0.13
H -1.42 -2.62 -1.10  0.12
Br 2.78 -6.77 0.72  0.73
C 1.52 -6.95 -0.68  -0.74
C 1.02 -8.22 -0.94  -0.12
C 0.09 -8.40 -1.95  -0.06
C -0.35 -7.32 -2.70  -0.07
C 0.15 -6.06 -2.45  -0.17
C 1.09 -5.87 -1.44  -0.74
I 1.79 -3.93 -1.10  0.98
H 1.36 -9.05 -0.35  0.11
H -0.30 -9.40 -2.15  0.12
H -1.07 -7.46 -3.50  0.11
H -0.17 -5.22 -3.05  0.09
C -2.49 6.08 -0.34  -0.03
C -1.62 4.97 0.26  -0.35
C -0.82 5.50 1.46  -0.03
C -0.71 4.38 -0.80  -0.09
C 0.42 5.25 -1.30  -0.24
C 0.61 5.07 -2.79  0.00
C 0.61 3.82 -3.23  -0.01
C 0.29 2.68 -2.28  -0.25
C -0.07 1.45 -3.16  -0.33
C -0.14 0.09 -2.47  -0.09
C -1.35 1.67 -3.97  -0.02
C -0.80 3.16 -1.31  -0.11
N -1.80 2.25 -0.85  0.07
B -1.71 1.12 0.02  -0.55
N -3.02 0.75 0.39  0.08
C -3.88 1.66 -0.26  -0.03
C -3.16 2.53 -0.99  -0.04
C -3.53 -0.19 1.34  -0.12
C -3.31 0.05 2.71  -0.14
C -3.76 -0.90 3.62  -0.02
C -4.43 -2.03 3.19  -0.05
C -4.71 -2.21 1.85  -0.02
C -4.28 -1.29 0.89  -0.13
C -4.74 -1.44 -0.55  -0.36
C -6.19 -0.95 -0.66  -0.04
C -4.67 -2.86 -1.11  -0.05
C -2.73 1.38 3.19  -0.39
C -3.83 2.45 3.17  -0.03
C -2.11 1.32 4.58  -0.08
H -3.24 6.40 0.38  0.09
H -3.01 5.74 -1.24  0.08
H -1.89 6.95 -0.60  0.09
H -2.27 4.18 0.63  0.12
H -0.11 6.27 1.17  0.09
H -0.27 4.70 1.97  0.07
H -1.51 5.94 2.18  0.09
H 0.26 6.29 -1.03  0.12
H 0.84 5.91 -3.42  0.13
H 0.83 3.57 -4.26  0.13
H 0.77 1.38 -3.86  0.15
H -1.07 -0.02 -1.89  0.06
H 0.80 -0.16 -1.92  0.05
H -0.19 -0.73 -3.19  0.12
H -2.24 1.58 -3.34  0.08
H -1.43 0.93 -4.76  0.10
H -1.37 2.65 -4.43  0.09
H -4.94 1.60 -0.14  0.13
H -3.50 3.35 -1.60  0.14
H -3.60 -0.75 4.67  0.11
H -4.78 -2.76 3.92  0.12
H -5.29 -3.07 1.54  0.12
H -4.11 -0.79 -1.18  0.12
H -6.86 -1.67 -0.16  0.09
H -6.50 -0.88 -1.70  0.09
H -6.36 0.01 -0.18  0.07
H -5.35 -3.53 -0.58  0.08
H -3.67 -3.29 -1.04  0.05
H -4.97 -2.85 -2.15  0.09
H -1.95 1.69 2.49  0.08
H -4.61 2.20 3.89  0.10
H -4.29 2.55 2.19  0.07
H -3.42 3.42 3.45  0.08
H -2.84 1.05 5.34  0.08
H -1.72 2.30 4.85  0.09
H -1.29 0.60 4.64  0.05
F 4.97 -2.52 -0.74  0.09
C 6.08 -1.97 -0.25  -0.13
C 7.25 -2.59 -0.44  -0.12
F 7.28 -3.73 -1.09  0.17
C 8.51 -2.04 0.05  0.00
C 8.38 -0.76 0.74  -0.12
C 7.20 -0.15 0.92  -0.13
F 7.15 1.01 1.55  0.15
C 5.96 -0.72 0.45  0.00
C 4.75 -0.11 0.65  -0.11
C 3.48 -0.64 0.25  -0.12
N 2.38 -0.87 0.02  0.12
C 4.55 1.14 1.32  -0.14
N 4.26 2.16 1.78  0.24
F 9.47 -0.19 1.20  0.18
C 9.70 -2.67 -0.11  -0.09
C 9.84 -3.94 -0.77  -0.14
N 10.03 -4.94 -1.29  0.25
C 10.95 -2.15 0.37  -0.14
N 11.98 -1.80 0.72  0.25
Br 3.00 6.30 -0.76  0.88
C 1.76 4.80 -0.72  -0.65
C 2.12 3.89 0.45  -0.16
C 1.35 2.72 0.86  -0.06
N 1.09 1.86 -0.05  -0.09
C 1.55 2.36 -1.37  -0.13
C 2.45 3.55 -1.02  -0.15
H 2.83 4.27 1.17  0.12
H 1.13 2.50 1.90  0.12
H 2.14 1.58 -1.85  0.15
H 3.47 3.57 -1.36  0.15

---

# 3
A structure of composition C54H48BrClLaN10O2S2. Source: OMol25; level of theory: wB97M-V/def2-TZVPD.

HOMO-LUMO gap (alpha / beta) in Eh: 0.1668 / 0.2490
Total charge: 0
LUMO (alpha / beta) in eV: -0.28 / -0.29
Spin multiplicity: 2
⟨S²⟩: 0.75

Last column: Löwdin spin population.
Positions of all 119 atoms, in Å:
La 0.21 -0.85 -1.29  0.04
Br -2.15 6.28 -7.39  0.00
C -0.59 6.16 -6.32  0.00
C -0.41 7.05 -5.28  0.00
C 0.75 6.97 -4.52  0.00
C 1.70 5.99 -4.77  0.00
C 1.50 5.10 -5.82  0.00
C 0.36 5.20 -6.61  0.00
N 2.97 6.08 -4.12  0.00
N 3.59 5.10 -3.68  0.00
C 3.02 3.81 -3.42  0.00
C 3.82 2.75 -3.77  0.00
C 3.47 1.43 -3.54  0.00
C 2.32 1.10 -2.84  0.00
O 1.98 -0.12 -2.56  0.01
C 1.50 2.20 -2.36  0.00
N 0.46 1.87 -1.55  0.00
C -0.29 2.82 -1.05  0.00
C -0.02 4.18 -1.25  0.00
C 1.04 4.54 -2.03  0.00
C 1.83 3.55 -2.66  0.00
H -1.15 7.80 -5.07  0.00
H 0.93 7.69 -3.73  0.00
H 2.25 4.35 -6.03  0.00
H 0.21 4.52 -7.45  0.00
H 4.76 2.98 -4.27  0.00
H 4.11 0.61 -3.86  0.00
H -1.10 2.51 -0.40  0.00
H -0.63 4.93 -0.77  0.00
H 1.30 5.58 -2.14  0.00
N -2.28 -0.09 -2.68  0.00
C -1.52 0.31 -3.82  0.00
C -1.39 1.66 -4.12  0.00
C -0.60 2.06 -5.18  0.00
C 0.04 1.11 -5.97  0.00
C -0.12 -0.23 -5.68  0.00
C -0.89 -0.66 -4.60  0.00
C -0.98 -2.12 -4.29  0.00
C -1.45 -2.98 -5.28  0.00
C -1.43 -4.36 -5.09  0.00
C -0.90 -4.86 -3.91  0.00
C -0.44 -3.98 -2.94  0.00
C -0.48 -2.58 -3.05  0.00
H -2.94 0.63 -2.42  0.00
H -2.76 -0.97 -2.84  0.00
H -1.89 2.40 -3.52  0.00
H -0.49 3.12 -5.38  0.00
H 0.66 1.42 -6.80  0.00
H 0.38 -0.98 -6.29  0.00
H -1.84 -2.57 -6.21  0.00
H -1.81 -5.02 -5.86  0.00
H -0.84 -5.93 -3.76  0.00
H -0.02 -4.44 -2.04  0.00
N 2.45 -4.66 0.32  0.00
C 3.62 -4.03 -0.07  0.00
C 4.94 -4.45 -0.14  0.00
C 5.86 -3.52 -0.56  0.00
C 5.48 -2.21 -0.91  0.00
C 4.17 -1.79 -0.84  0.00
C 3.23 -2.74 -0.42  0.00
N 1.85 -2.61 -0.25  0.01
C 1.44 -3.77 0.19  0.00
C 0.04 -4.07 0.46  0.00
C -0.49 -5.25 0.88  0.00
S -2.19 -5.13 0.95  0.00
C -2.09 -3.51 0.43  0.00
N -0.89 -3.08 0.22  0.00
H 2.36 -5.62 0.60  0.00
H 5.24 -5.46 0.12  0.00
H 6.91 -3.80 -0.63  0.00
H 6.24 -1.51 -1.23  0.00
H 3.86 -0.79 -1.10  0.00
H 0.02 -6.17 1.13  0.00
H -2.98 -2.90 0.30  0.00
S 2.46 0.16 2.04  0.33
C 1.31 0.07 0.96  0.53
C -0.83 2.12 3.64  0.00
C -1.06 1.29 4.92  0.00
C -0.02 0.17 4.98  0.00
C -0.80 2.23 6.11  0.00
C -2.52 0.73 5.01  0.00
O -3.46 1.78 4.78  0.00
C -2.82 0.08 6.41  0.00
C -3.10 -1.43 6.55  0.00
C -1.90 -2.34 6.42  0.00
C -1.79 -3.26 5.38  0.00
C -0.68 -4.08 5.24  0.00
C 0.34 -3.99 6.17  0.00
Cl 1.75 -5.00 6.01  0.00
C 0.25 -3.11 7.24  0.00
C -0.87 -2.30 7.36  0.00
C -2.88 -0.32 3.96  0.00
N -2.67 0.01 2.56  0.00
C -1.70 -0.46 1.78  0.01
N -1.82 0.02 0.56  0.01
C -2.94 0.79 0.66  0.00
N -3.49 0.82 1.85  0.01
H -0.01 2.82 3.80  0.00
H -1.71 2.70 3.36  0.00
H -0.53 1.51 2.79  0.00
H 0.98 0.60 4.99  0.01
H -0.06 -0.47 4.10  0.00
H -0.14 -0.45 5.87  0.00
H 0.16 2.72 5.96  0.00
H -0.74 1.71 7.07  0.00
H -1.55 3.03 6.20  0.00
H -3.26 2.50 5.39  0.00
H -3.73 0.59 6.76  0.00
H -2.04 0.34 7.11  0.00
H -3.88 -1.76 5.86  0.00
H -3.51 -1.56 7.55  0.00
H -2.60 -3.35 4.66  0.00
H -0.60 -4.78 4.42  0.00
H 1.05 -3.07 7.97  0.00
H -0.93 -1.61 8.19  0.00
H -3.94 -0.55 4.08  0.00
H -2.30 -1.22 4.14  0.00
H -0.91 -1.11 2.12  0.01
H -3.35 1.36 -0.17  0.00

---

# 4
A structure of composition C54H48GeN8O5RbS. Source: OMol25; level of theory: wB97M-V/def2-TZVPD.

HOMO-LUMO gap in Eh: 0.2771
Total charge: +1
LUMO in eV: -2.14

Last column: Löwdin charge in e.
Positions of all 118 atoms, in Å:
Rb -0.34 -0.82 -1.21  0.92
C -6.97 -2.21 -3.97  -0.04
C -5.96 -1.51 -3.13  -0.27
C -4.88 -2.19 -2.57  -0.04
C -3.94 -1.55 -1.78  -0.05
C -4.09 -0.20 -1.50  -0.27
C -5.17 0.50 -2.04  -0.04
C -6.08 -0.15 -2.85  -0.03
S -2.97 0.68 -0.43  0.52
O -1.88 1.17 -1.26  -0.52
O -3.78 1.72 0.19  -0.31
N -2.34 -0.35 0.57  -0.22
C -3.13 -0.86 1.59  -0.29
C -4.48 -0.64 1.77  -0.02
C -5.15 -1.14 2.90  -0.06
C -4.51 -1.85 3.87  -0.05
C -3.13 -2.12 3.71  -0.16
C -2.40 -2.85 4.68  0.00
C -1.07 -3.11 4.48  -0.04
C -0.49 -2.66 3.27  -0.16
N -1.13 -1.98 2.35  0.11
C -2.44 -1.67 2.56  -0.18
H -6.55 -3.09 -4.45  0.07
H -7.37 -1.56 -4.74  0.08
H -7.82 -2.55 -3.37  0.09
H -4.77 -3.25 -2.77  0.12
H -3.12 -2.13 -1.37  0.09
H -5.29 1.55 -1.80  0.12
H -6.91 0.41 -3.27  0.12
H -5.04 -0.05 1.07  0.10
H -6.21 -0.93 3.00  0.11
H -5.02 -2.21 4.75  0.11
H -2.90 -3.19 5.58  0.12
H -0.48 -3.66 5.20  0.11
H 0.55 -2.89 3.07  0.10
C -1.99 -3.72 -4.68  -0.03
C -0.87 -3.23 -3.99  -0.13
N -0.61 -1.94 -3.85  0.04
C -1.47 -1.05 -4.39  -0.17
C -2.64 -1.45 -5.06  -0.15
C -2.87 -2.83 -5.21  -0.01
C -3.57 -0.47 -5.55  -0.01
C -3.33 0.84 -5.39  -0.01
C -2.12 1.30 -4.76  -0.14
C -1.82 2.66 -4.63  0.01
C -0.63 3.04 -4.06  -0.04
C 0.24 2.03 -3.62  -0.15
N -0.01 0.75 -3.72  0.06
C -1.18 0.37 -4.27  -0.18
H -2.13 -4.79 -4.78  0.11
H -0.16 -3.91 -3.54  0.11
H -3.76 -3.16 -5.74  0.12
H -4.47 -0.81 -6.04  0.12
H -4.03 1.58 -5.74  0.12
H -2.53 3.40 -4.99  0.12
H -0.36 4.08 -3.95  0.11
H 1.20 2.30 -3.18  0.10
O 1.86 0.56 1.65  -0.19
C 1.41 0.63 2.98  -0.17
C 0.04 1.27 3.01  -0.20
C -0.90 0.96 3.97  0.01
C -2.17 1.49 3.87  -0.01
C -2.47 2.32 2.81  -0.02
C -1.48 2.62 1.91  -0.09
N -0.24 2.12 2.01  0.02
H 1.94 -0.40 1.39  0.02
H 2.11 1.21 3.58  0.14
H 1.33 -0.36 3.42  0.12
H -0.64 0.26 4.75  0.13
H -2.93 1.23 4.60  0.13
H -3.47 2.70 2.64  0.12
H -1.67 3.26 1.06  0.11
N 2.52 -0.21 -2.50  0.10
C 2.58 -0.03 -1.36  -0.06
H 2.32 -0.34 -3.48  0.09
O -1.44 -3.40 -0.19  -0.13
C -0.92 -4.57 0.42  -0.23
N -0.04 -5.24 -0.49  0.11
C 1.31 -5.11 -0.62  -0.43
O 1.93 -5.76 -1.44  0.09
C 2.05 -4.15 0.28  -0.09
C 3.30 -4.56 0.76  0.03
C 4.04 -3.67 1.51  -0.02
C 3.54 -2.39 1.72  -0.09
N 2.36 -1.99 1.25  0.05
C 1.63 -2.86 0.55  -0.12
H -1.71 -2.78 0.51  0.03
H -1.74 -5.25 0.66  0.14
H -0.39 -4.32 1.34  0.11
H -0.44 -5.88 -1.16  0.16
H 3.66 -5.55 0.53  0.13
H 5.01 -3.94 1.91  0.11
H 4.11 -1.66 2.28  0.12
H 0.68 -2.51 0.17  0.02
Ge 1.01 2.73 0.53  1.09
C 2.92 3.06 0.40  -0.29
C 3.97 2.54 1.14  -0.10
C 5.28 2.89 0.84  -0.07
C 5.56 3.75 -0.22  -0.07
C 4.51 4.27 -0.96  -0.07
C 3.20 3.94 -0.64  -0.12
C 0.23 4.52 0.45  -0.34
C 0.45 5.44 1.48  -0.10
C -0.07 6.72 1.42  -0.07
C -0.81 7.11 0.31  -0.07
C -1.04 6.21 -0.72  -0.07
C -0.53 4.93 -0.64  -0.11
H 0.39 1.92 -0.60  -0.01
H 3.79 1.85 1.95  0.09
H 6.09 2.49 1.43  0.11
H 6.58 4.01 -0.45  0.11
H 4.71 4.94 -1.78  0.11
H 2.40 4.40 -1.21  0.10
H 1.04 5.16 2.35  0.11
H 0.11 7.42 2.22  0.11
H -1.21 8.11 0.26  0.11
H -1.62 6.51 -1.58  0.11
H -0.74 4.22 -1.44  0.09

---

Energy above the lowest of the compared OMol25 structures with the same formula, charge and spin: 83.5 23.5 0.0 16.5 (kcal per mole)
Molecular weight: 1269.89 1409.69 1187.44 1079.17 (g mol⁻¹)